# 1
{
  "formula": "C34H47BN9OS",
  "method": "wB97M-V/def2-TZVPD",
  "species": ["B", "C", "C", "C", "C", "S", "C", "N", "N", "C", "O", "H", "H", "H", "H", "H", "H", "H", "H", "H", "H", "H", "H", "N", "C", "C", "C", "C", "H", "H", "H", "H", "H", "N", "C", "C", "C", "C", "H", "H", "H", "H", "H", "N", "C", "C", "C", "C", "H", "H", "H", "H", "H", "N", "C", "C", "C", "C", "H", "H", "H", "H", "H", "N", "C", "C", "C", "C", "H", "H", "H", "H", "H", "N", "C", "C", "C", "C", "H", "H", "H", "H", "H", "N", "C", "C", "C", "C", "H", "H", "H", "H", "H"],
  "positions_angstrom": [[-4.470, -2.921, 0.049], [-4.446, -2.393, -1.522], [-3.046, -1.718, -1.797], [-1.936, -2.750, -2.241], [-1.098, -3.348, -1.023], [0.602, -2.547, -1.094], [0.167, -0.790, -1.003], [0.351, 0.218, -1.873], [-0.243, 1.276, -1.219], [-0.745, 0.895, -0.040], [-0.498, -0.472, 0.160], [-3.753, -3.885, 0.156], [-5.611, -3.138, 0.375], [-4.065, -2.045, 0.782], [-4.709, -3.190, -2.275], [-5.244, -1.591, -1.600], [-3.178, -1.000, -2.669], [-2.766, -1.081, -0.917], [-1.249, -2.206, -2.950], [-2.411, -3.599, -2.796], [-1.555, -2.947, -0.075], [-1.033, -4.462, -1.014], [-1.305, 1.473, 0.720], [1.801, 2.170, -6.370], [1.725, 1.721, -5.077], [0.404, 1.691, -4.716], [-0.349, 2.133, -5.835], [0.539, 2.418, -6.841], [2.650, 2.296, -6.892], [2.617, 1.465, -4.527], [0.019, 1.385, -3.755], [-1.422, 2.230, -5.896], [0.384, 2.776, -7.846], [0.597, -7.303, -1.702], [0.858, -7.911, -0.504], [0.176, -9.100, -0.475], [-0.520, -9.216, -1.706], [-0.238, -8.093, -2.443], [0.963, -6.412, -1.993], [1.504, -7.445, 0.223], [0.176, -9.807, 0.339], [-1.156, -10.031, -2.017], [-0.560, -7.789, -3.426], [0.073, 4.160, -0.228], [-0.826, 5.034, 0.321], [-0.137, 5.884, 1.150], [1.229, 5.512, 1.094], [1.326, 4.447, 0.233], [-0.153, 3.416, -0.873], [-1.875, 4.974, 0.077], [-0.567, 6.685, 1.732], [2.049, 5.972, 1.624], [2.178, 3.869, -0.089], [2.952, -0.407, 3.108], [3.422, 0.405, 4.104], [2.645, 1.534, 4.129], [1.665, 1.394, 3.111], [1.877, 0.184, 2.501], [3.337, -1.302, 2.859], [4.267, 0.111, 4.705], [2.767, 2.368, 4.804], [0.890, 2.102, 2.855], [1.361, -0.300, 1.689], [-3.232, -7.954, -0.921], [-4.151, -8.618, -0.154], [-5.251, -7.804, -0.013], [-4.984, -6.608, -0.726], [-3.736, -6.732, -1.276], [-2.323, -8.307, -1.185], [-3.945, -9.607, 0.225], [-6.146, -8.043, 0.541], [-5.633, -5.752, -0.825], [-3.161, -6.055, -1.888], [5.113, 5.908, 1.279], [5.019, 7.100, 1.946], [5.698, 8.045, 1.221], [6.218, 7.400, 0.069], [5.838, 6.085, 0.132], [4.710, 5.039, 1.584], [4.479, 7.171, 2.877], [5.809, 9.084, 1.488], [6.803, 7.851, -0.717], [6.020, 5.260, -0.539], [0.470, 4.538, 5.036], [0.942, 5.329, 6.049], [0.176, 6.466, 6.088], [-0.800, 6.353, 5.064], [-0.594, 5.152, 4.435], [0.846, 3.642, 4.774], [1.780, 5.016, 6.650], [0.301, 7.287, 6.778], [-1.566, 7.071, 4.816], [-1.109, 4.683, 3.612]],
  "homo_lumo_gap_ev": 6.7,
  "total_charge": -1,
  "max_force_ha_per_bohr": 0.081,
  "total_energy_ha": -2314.743024
}

=====

# 2
{
  "formula": "C12H40N10O7",
  "method": "wB97M-V/def2-TZVPD",
  "species": ["C", "C", "C", "O", "C", "N", "H", "H", "H", "H", "H", "H", "H", "H", "H", "H", "H", "C", "C", "C", "O", "C", "N", "H", "H", "H", "H", "H", "H", "H", "H", "H", "H", "H", "O", "H", "H", "C", "O", "N", "N", "H", "H", "H", "H", "C", "O", "N", "N", "H", "H", "H", "H", "C", "O", "N", "N", "H", "H", "H", "H", "C", "O", "N", "N", "H", "H", "H", "H"],
  "positions_angstrom": [[1.723, 3.685, -0.585], [0.764, 4.584, 0.256], [0.312, 3.839, 1.474], [-0.133, 2.523, 1.214], [-0.935, 1.976, 2.261], [1.485, 5.761, 0.543], [2.493, 3.212, 0.024], [2.088, 4.256, -1.438], [1.224, 2.854, -1.082], [-0.011, 4.931, -0.427], [-0.389, 4.560, 1.894], [1.113, 3.700, 2.199], [-1.152, 0.918, 2.115], [-1.855, 2.545, 2.389], [-0.265, 1.933, 3.121], [2.298, 5.529, 1.095], [0.999, 6.494, 1.039], [-1.444, 0.789, -1.663], [-1.606, 2.294, -2.054], [-2.629, 2.542, -3.151], [-2.323, 1.995, -4.469], [-3.033, 0.842, -4.875], [-1.851, 2.986, -0.830], [-2.260, 0.249, -1.183], [-0.607, 0.583, -0.996], [-1.306, 0.246, -2.598], [-0.703, 2.666, -2.537], [-2.664, 3.631, -3.152], [-3.600, 2.138, -2.865], [-2.777, -0.026, -4.267], [-2.782, 0.416, -5.846], [-4.099, 1.045, -4.776], [-2.368, 2.234, -0.398], [-1.108, 2.923, -0.149], [-0.078, -1.462, 0.817], [-0.338, -2.327, 0.502], [0.874, -1.449, 0.726], [0.484, -5.168, 0.821], [0.591, -4.085, 0.263], [1.141, -5.462, 1.880], [-0.295, -6.038, 0.382], [0.896, -6.315, 2.361], [1.824, -4.870, 2.332], [-0.434, -6.912, 0.868], [-0.866, -5.772, -0.407], [3.336, -0.468, 0.870], [2.935, -1.019, 1.892], [4.570, -0.681, 0.485], [2.628, 0.299, 0.055], [5.019, 0.004, -0.105], [5.149, -1.329, 1.000], [1.879, 0.754, 0.558], [3.166, 0.726, -0.685], [1.303, -2.830, -3.052], [1.939, -2.578, -4.056], [1.815, -3.299, -1.945], [0.043, -2.648, -2.962], [2.824, -3.336, -1.976], [1.210, -3.591, -1.191], [-0.588, -2.312, -3.675], [-0.334, -3.117, -2.150], [-1.363, -1.530, 4.624], [-0.422, -0.774, 4.863], [-1.979, -2.247, 5.506], [-1.755, -1.771, 3.426], [-1.701, -2.194, 6.476], [-2.650, -2.917, 5.159], [-2.319, -2.607, 3.365], [-1.103, -1.528, 2.694]],
  "homo_lumo_gap_ev": [9.1, 3.2],
  "total_charge": 1,
  "max_force_ha_per_bohr": 0.140,
  "multiplicity": 2,
  "total_energy_ha": -1555.152054
}